Entry 1:
Below is the molecule C20H21F3N2S, with properties calculated with ωB97M-V/def2-TZVPD.

XYZ file:
```
47
Properties=species:S:1:pos:R:3:forces:R:3:lowdin_charge:R:1
C -0.770 -0.778 -1.542 0.239 0.075 0.045 -0.013
C 0.390 -0.104 -0.806 -0.214 0.210 -0.479 -0.283
C 0.520 1.350 -1.206 0.111 -0.080 -0.045 -0.264
C 1.611 1.741 -2.161 0.011 -0.023 -0.236 -0.095
C 1.702 2.137 -0.722 -0.049 0.041 0.073 -0.095
N 0.359 -0.301 0.651 -0.257 0.178 0.179 -0.059
C 1.087 -1.479 1.103 0.096 -0.279 0.201 -0.135
C 2.552 -1.428 0.750 -0.036 -0.085 -0.017 -0.220
C 3.081 -2.287 -0.205 -0.039 0.010 0.110 -0.052
C 4.419 -2.214 -0.552 0.095 -0.048 -0.079 -0.083
C 5.241 -1.276 0.049 0.090 -0.029 -0.055 -0.089
C 4.721 -0.418 1.004 0.028 0.028 -0.004 -0.075
C 3.385 -0.493 1.354 0.058 0.019 0.057 -0.053
C -0.030 0.621 1.549 0.168 0.085 0.271 -0.819
S 0.540 0.714 3.098 0.063 0.147 0.543 0.701
N -0.959 1.574 1.147 0.352 0.335 -0.107 0.040
C -2.254 1.286 0.748 -0.590 -0.317 -0.242 -0.243
C -3.087 2.327 0.330 0.165 -0.112 0.037 -0.013
C -4.378 2.071 -0.084 -0.068 -0.058 0.036 -0.063
C -4.875 0.777 -0.092 0.054 -0.169 0.025 -0.019
C -4.054 -0.254 0.340 -0.007 0.086 -0.041 -0.119
C -4.558 -1.668 0.383 -0.116 -0.365 0.070 -0.582
F -4.918 -2.046 1.624 0.023 0.140 0.148 0.144
F -5.627 -1.873 -0.398 -0.129 0.209 -0.137 0.140
F -3.624 -2.553 -0.015 0.225 0.056 -0.056 0.132
C -2.759 -0.012 0.770 -0.134 0.185 0.117 0.028
H -0.943 -1.782 -1.164 -0.060 -0.145 0.016 0.079
H -0.521 -0.845 -2.598 0.016 -0.024 -0.130 0.090
H -1.689 -0.208 -1.445 -0.037 0.001 -0.039 0.068
H 1.314 -0.608 -1.116 -0.127 0.142 0.055 0.134
H -0.419 1.877 -1.308 0.063 0.065 -0.020 0.129
H 1.397 2.503 -2.895 -0.053 0.081 -0.019 0.098
H 2.279 0.972 -2.518 0.066 -0.122 0.016 0.102
H 1.559 3.174 -0.460 -0.071 0.095 -0.025 0.103
H 2.427 1.628 -0.103 0.041 -0.124 0.029 0.091
H 0.970 -1.544 2.187 -0.061 -0.071 -0.217 0.084
H 0.624 -2.358 0.642 0.039 0.025 -0.004 0.127
H 2.444 -3.023 -0.677 -0.090 -0.060 -0.046 0.113
H 4.819 -2.889 -1.294 0.039 -0.050 -0.060 0.102
H 6.284 -1.216 -0.224 0.089 0.000 -0.026 0.101
H 5.359 0.312 1.481 0.057 0.061 0.046 0.105
H 2.983 0.167 2.107 -0.074 0.058 0.049 0.063
H -0.855 2.457 1.631 0.026 -0.289 0.077 0.129
H -2.709 3.339 0.336 0.063 0.122 -0.039 0.116
H -5.008 2.886 -0.406 -0.046 0.094 -0.029 0.108
H -5.880 0.571 -0.423 -0.080 -0.020 -0.044 0.117
H -2.150 -0.828 1.128 0.065 -0.078 -0.004 0.130
```
Positions in Å, forces in eV/Å.

Its spin multiplicity is 1. The value obtained for the lowest unoccupied orbital energy is 0.52 eV. The HOMO energy is -8.14 eV. As for the SMILES: C[C@@H](C1CC1)N(Cc1ccccc1)C(=S)Nc1cccc(C(F)(F)F)c1. The total charge is 0.


Entry 2:
Below is a structure of composition C6H9O4Tl, with properties calculated with ωB97M-V/def2-TZVPD.

XYZ file:
```
20
Properties=species:S:1:pos:R:3:forces:R:3:lowdin_charge:R:1
O 4.186 0.324 0.262 -0.425 3.112 -2.452 -0.018
C 2.945 0.320 0.526 -2.025 1.929 -2.981 -0.713
O 2.500 -0.505 1.383 -5.511 1.391 -0.260 -0.085
O 2.156 1.073 -0.193 0.760 0.419 0.903 0.107
C 0.746 0.787 -0.301 -0.310 2.294 2.801 -0.050
Tl 4.327 -1.043 1.669 7.589 -6.248 5.271 1.455
H 0.686 -0.240 0.087 -0.694 -0.217 -1.716 0.141
H 0.566 1.386 -1.206 -0.369 -1.769 -0.379 0.161
C -0.385 1.551 0.754 2.899 -0.504 -2.232 -0.025
C -1.634 0.944 0.271 0.441 -1.764 1.697 0.071
H -0.310 2.617 0.498 -0.098 0.056 0.739 0.155
H -0.137 1.237 1.777 -0.518 0.705 -0.060 0.144
H -2.358 0.701 1.056 -0.382 0.470 -0.297 0.166
C -1.551 0.059 -0.784 -1.919 -0.050 -1.782 0.070
C -2.161 -1.313 -0.722 0.627 -0.965 0.764 -0.180
O -1.244 -2.264 -1.239 -0.097 1.132 0.058 -0.009
H -1.231 0.399 -1.774 0.380 -0.354 0.284 0.166
H -3.095 -1.320 -1.311 -0.091 0.476 -0.063 0.178
H -2.422 -1.563 0.321 -0.097 0.123 -0.254 0.148
H -1.582 -3.148 -1.073 -0.157 -0.236 -0.040 0.119
```
Positions in Å, forces in eV/Å.

Its spin multiplicity is 1. The value obtained for the lowest unoccupied orbital energy (spin up / spin down) is -11.08 / -11.03 eV. The HOMO energy (spin up / spin down) is -17.94 / -18.04 eV. The total charge is +2. Its energy above the lowest of the compared OMol25 structures with the same formula, charge and spin is 38.0 kJ/mol.


Entry 3:
Below is the ion C4H10NOS with charge +1, with properties calculated with ωB97M-V/def2-TZVPD.

XYZ file:
```
17
Properties=species:S:1:pos:R:3:forces:R:3:lowdin_charge:R:1
C 2.253 -0.432 -0.936 -2.461 -2.822 0.483 -0.344
S 1.707 -0.302 0.816 -0.632 0.844 -0.316 0.864
C 0.213 0.868 0.655 2.999 -0.554 -0.277 -0.544
O 0.522 1.957 -0.125 -0.244 1.780 0.173 -0.046
N -0.871 0.112 -0.164 2.345 1.498 -0.496 -0.052
C -1.180 -1.239 0.241 -1.755 -1.983 -1.187 -0.081
C -2.100 -0.141 0.550 -3.636 -0.821 -2.421 -0.040
H 2.880 0.359 -1.197 1.046 0.992 -0.519 0.012
H 1.307 -0.468 -1.571 1.425 0.108 0.511 0.050
H 2.695 -1.483 -0.980 -0.240 1.672 -0.180 0.071
H 0.084 1.109 1.739 -1.211 -0.417 -1.015 0.139
H 0.617 2.872 0.305 -0.339 -2.277 -0.419 0.178
H -0.729 0.282 -1.213 -0.746 0.130 2.021 0.227
H -0.596 -1.738 0.999 0.233 0.229 -0.134 0.110
H -1.598 -1.856 -0.605 1.087 0.497 0.971 0.162
H -3.116 -0.098 -0.047 2.315 0.162 1.400 0.188
H -2.086 0.195 1.533 -0.186 0.963 1.407 0.107
```
Positions in Å, forces in eV/Å.

Its spin multiplicity is 1. The value obtained for the lowest unoccupied orbital energy is -3.18 eV. The HOMO energy is -13.12 eV. As for the SMILES: CS[C@@H](O)[NH+]1CC1. The total charge is +1. Its energy above the lowest of the compared OMol25 structures with the same formula, charge and spin is 315.3 kJ/mol.


Entry 4:
Below is a cluster of 9 separate species, C29H50N9O9 in total, with properties calculated with ωB97M-V/def2-TZVPD.

XYZ file:
```
97
Properties=species:S:1:pos:R:3:forces:R:3:lowdin_charge:R:1
C -3.862 0.351 -0.017 -1.170 -4.117 0.504 0.028
C -2.847 -0.856 -0.022 -1.394 2.576 -1.234 -0.402
C -1.632 -0.504 -0.897 -0.250 -8.314 0.820 -0.056
C -0.472 -1.583 -0.687 0.024 1.707 -2.351 -0.142
C 0.040 -1.663 0.699 -0.907 -1.895 0.338 -0.140
C -1.126 -1.803 1.730 3.096 -0.349 1.227 -0.350
N -2.472 -1.118 1.385 -0.821 -3.240 3.979 0.079
O -3.297 -1.248 2.326 2.642 1.537 -4.178 0.198
C -0.550 -1.294 3.128 -13.208 7.335 -2.810 0.039
C -1.300 -3.320 1.821 -1.013 -0.780 -3.362 -0.011
C -3.645 -2.074 -0.452 3.919 -0.237 -5.329 0.038
H -3.496 1.072 0.574 1.273 3.133 1.804 0.035
H -4.748 -0.060 0.459 -0.195 0.119 0.560 0.099
H -4.302 0.656 -0.923 0.503 0.367 -1.690 0.070
H -1.387 0.368 -0.660 2.678 7.475 2.337 0.011
H -1.843 -0.419 -1.916 -0.968 -0.403 -1.623 0.099
H 0.370 -1.387 -1.412 -0.723 0.198 0.772 0.140
H -0.851 -2.484 -1.047 -0.739 -1.876 -0.478 0.062
H 0.423 -0.709 0.780 1.886 1.870 1.100 0.083
H 0.785 -2.578 0.878 -1.543 2.410 -0.375 0.158
H 0.232 -1.669 3.332 10.268 -5.698 2.760 -0.066
H -1.352 -1.228 3.989 1.678 -0.764 -1.678 0.143
H -0.344 -0.224 2.919 0.113 -0.305 0.315 0.096
H -1.557 -3.747 0.765 0.940 0.678 1.582 0.110
H -2.213 -3.472 2.280 -1.555 -0.911 1.903 0.058
H -0.431 -3.892 2.199 -0.600 0.853 0.103 0.098
H -2.830 -2.804 -0.904 -1.990 0.775 1.293 0.132
H -4.213 -1.764 -1.381 0.139 -0.375 1.372 0.113
H -4.168 -2.422 0.331 -2.210 -1.619 2.248 0.054
N -2.918 4.205 -1.121 -0.564 2.281 -7.355 -0.051
C -3.060 3.343 -2.226 -1.821 4.707 -1.059 -0.074
C -3.528 4.277 -3.408 2.068 0.027 6.257 -0.054
C -3.517 5.682 -2.955 2.541 -4.628 4.627 -0.038
C -2.975 5.574 -1.483 -1.418 -2.083 -0.917 -0.071
H -2.717 3.992 -0.220 0.866 -1.311 2.972 0.047
H -2.942 2.318 -1.943 -0.271 -0.555 -0.941 0.054
H -3.768 3.969 -4.368 -0.398 -0.677 -1.438 0.041
H -3.787 6.505 -3.567 0.077 0.727 0.016 0.057
H -2.622 5.997 -0.486 -0.993 1.457 -2.157 0.106
N 3.355 2.198 2.688 -0.445 0.702 1.464 -0.036
C 3.666 3.604 2.854 -4.142 -4.111 5.679 -0.056
C 3.030 3.920 4.220 0.980 -4.866 -4.655 -0.072
C 2.388 2.665 4.778 2.566 1.071 -4.797 -0.070
C 2.599 1.587 3.718 0.337 2.915 2.782 -0.096
H 3.859 1.614 2.030 -0.288 0.121 -0.112 0.072
H 4.244 4.061 2.113 0.645 0.845 -0.604 0.061
H 3.099 4.907 4.519 -0.197 1.543 1.274 0.036
H 1.998 2.749 5.781 -0.393 -0.842 -0.209 0.063
H 2.343 0.449 3.843 0.803 2.607 -0.789 0.111
N 0.605 -5.091 -2.230 -1.583 -0.001 -0.962 -0.021
C 1.217 -4.909 -1.082 0.626 0.024 6.323 -0.182
C 0.460 -5.594 0.026 0.344 0.548 -3.297 -0.068
C -0.669 -6.272 -0.674 8.246 7.474 -4.924 -0.041
C -0.569 -5.883 -2.053 3.728 1.029 4.700 -0.064
H 0.820 -4.468 -3.035 -0.444 -1.240 0.772 0.171
H 2.142 -4.232 -0.853 -1.894 -1.446 -1.058 0.132
H 0.678 -5.539 1.137 -0.084 -0.356 -1.816 0.089
H -1.328 -6.828 -0.334 -6.083 -5.063 3.309 -0.007
H -1.104 -5.901 -2.886 -2.749 -0.944 -3.084 0.049
N 4.711 1.649 -0.111 3.447 2.223 1.473 -0.059
C 5.828 1.095 0.583 -4.482 -5.341 -1.987 -0.069
C 5.499 -0.369 0.697 -1.678 4.645 -1.553 -0.090
C 4.159 -0.555 0.184 -1.675 1.758 -0.092 -0.083
C 3.670 0.811 -0.259 2.860 -3.839 1.191 -0.132
H 4.848 2.652 -0.482 -1.024 -2.353 0.920 0.193
H 6.635 1.597 0.974 1.656 1.309 0.193 0.065
H 6.208 -1.118 0.895 0.621 -0.762 0.725 0.061
H 3.474 -1.537 0.265 1.894 2.670 -0.440 0.110
H 2.780 1.295 -0.507 -1.533 -0.233 -0.760 0.058
C 4.468 -2.896 3.583 -1.649 0.801 -4.992 0.114
N 3.021 -2.797 3.075 1.776 -3.993 3.223 -0.408
O 2.661 -1.819 2.538 -1.057 2.121 -1.206 0.050
O 2.351 -3.777 3.383 -0.592 0.529 -0.733 0.060
H 4.960 -3.778 3.341 0.137 -1.970 0.275 0.093
H 4.540 -2.466 4.464 0.025 1.206 4.660 0.057
H 4.866 -2.178 2.937 1.285 1.260 -1.028 0.057
C -3.246 -0.718 -5.084 -4.437 -8.518 0.326 0.096
N -4.361 -0.688 -4.042 2.425 -6.754 -5.062 -0.473
O -4.988 -1.732 -3.881 -0.157 0.737 0.485 0.051
O -4.424 0.304 -3.516 -1.819 6.840 4.945 0.125
H -2.829 0.113 -5.081 3.493 7.598 -0.463 -0.008
H -3.722 -1.123 -5.973 0.237 0.488 -0.310 0.115
H -2.579 -1.485 -4.735 0.395 -0.346 0.160 0.102
C 0.301 4.075 1.636 1.117 -0.479 -2.416 0.089
N -0.165 2.895 0.833 -0.851 -0.944 1.294 -0.406
O -1.326 2.577 0.952 -1.591 0.366 0.579 0.030
O 0.549 2.241 0.130 1.865 0.319 -0.622 0.069
H -0.432 4.799 1.465 -0.939 1.327 -0.527 0.078
H 1.254 4.285 1.179 0.303 0.522 0.227 0.094
H 0.376 3.986 2.675 0.168 -1.252 1.512 0.080
C 0.393 3.161 -3.403 1.753 -0.056 -4.868 0.055
N 0.402 1.663 -3.346 -0.102 -3.778 -2.203 -0.360
O 1.443 1.002 -3.223 -0.117 2.611 0.846 0.044
O -0.596 0.983 -3.670 -0.179 2.498 0.850 0.009
H -0.349 3.653 -2.929 -3.071 0.707 1.622 0.022
H 0.420 3.638 -4.557 -0.429 -2.126 2.810 0.191
H 1.289 3.536 -3.047 1.995 0.102 1.033 0.056
```
Positions in Å, forces in eV/Å.

Its spin multiplicity is 1. The value obtained for the lowest unoccupied orbital energy is -5.83 eV. The HOMO energy is -9.86 eV. The total charge is +1. Its energy above the lowest of the compared OMol25 structures with the same formula, charge and spin is 67.0 kJ/mol.


Entry 5:
Below is the molecule C4H6N2, with properties calculated with ωB97M-V/def2-TZVPD.

XYZ file:
```
12
Properties=species:S:1:pos:R:3:forces:R:3:lowdin_charge:R:1
N 1.664 -2.268 1.436 -1.476 0.803 -1.101 0.139
C 0.826 -1.618 0.954 1.120 -0.285 1.626 -0.158
C -0.151 -0.576 0.536 -0.702 -1.949 -0.648 -0.393
C -0.092 -0.262 -0.962 -1.815 -0.453 -1.163 -0.132
C -0.238 1.236 -0.562 1.928 0.031 -0.725 -0.168
N 0.247 0.762 0.769 -0.790 2.894 1.547 -0.030
H -1.187 -0.868 0.853 0.835 0.183 -0.042 0.154
H 0.889 -0.576 -1.337 -0.479 0.418 -0.345 0.115
H -0.977 -0.647 -1.536 1.231 0.054 0.204 0.117
H 0.519 1.926 -1.080 -1.305 -0.753 0.790 0.121
H -1.273 1.656 -0.626 0.783 -0.468 0.199 0.113
H -0.229 1.235 1.555 0.669 -0.478 -0.342 0.123
```
Positions in Å, forces in eV/Å.

Its spin multiplicity is 1. The value obtained for the lowest unoccupied orbital energy is 0.78 eV. The HOMO energy is -9.99 eV. As for the SMILES: N#C[C@@H]1CCN1. The total charge is 0. Its energy above the lowest of the compared OMol25 structures with the same formula, charge and spin is 188.3 kJ/mol.